Below is a structure of composition C62H62IN8O2PSTi at a distorted geometry, with properties calculated with ωB97M-V/def2-TZVPD.

```
138
Properties=species:S:1:pos:R:3:forces:R:3
Ti -0.195109 0.403257 -1.314132 -0.3 -0.7 -0.8
C -4.887136 4.028126 -4.383600 0.0 0.0 0.0
C -3.758756 4.293260 -3.379887 -0.2 -0.1 -0.2
C -3.330856 3.067152 -2.635379 0.0 0.1 0.3
C -3.874565 2.572703 -1.484890 -0.3 0.2 -0.2
C -5.045841 3.116616 -0.725450 0.1 0.1 0.1
C -4.627718 4.097806 0.379145 0.1 -0.1 0.0
C -3.045433 1.491047 -1.069808 0.3 -0.7 -0.1
C -3.246786 0.825435 0.138269 -0.1 0.5 -0.1
C -2.442082 -0.048627 0.807147 0.3 -0.8 -0.3
C -1.819202 -0.701241 3.151061 0.1 0.1 0.0
C -2.393376 -1.077746 4.535435 -0.1 -0.3 -0.1
C -3.554104 -2.091099 4.577876 0.1 0.1 0.0
C -0.957748 -1.765384 2.481322 -0.8 -0.4 0.0
C -0.758127 -1.640367 1.144388 -0.1 -0.1 -0.2
C -0.013447 -2.665222 0.465913 -0.1 0.1 0.1
C 0.528312 -2.616806 -0.753164 0.1 0.2 0.0
N 0.533393 -1.553022 -1.655553 -0.1 0.1 0.1
C 1.398662 -1.937780 -2.656599 0.0 0.2 -0.3
C 1.668291 -1.264323 -3.807185 0.2 -0.3 0.2
C 0.978258 -0.127528 -4.258034 0.0 0.4 -0.2
N 0.037338 0.539519 -3.551227 0.0 -0.2 0.1
C -0.448369 1.507212 -4.418126 0.4 -0.1 -0.4
C -1.470857 2.362718 -4.092382 -0.4 0.0 0.3
C -2.206954 2.258782 -2.939108 0.2 -0.1 -0.5
N -2.041309 1.249269 -1.964424 0.2 0.5 0.5
C 0.226081 1.452493 -5.670650 -0.3 0.1 0.2
C 1.125623 0.427265 -5.571096 0.2 -0.3 0.1
C 2.028905 -0.106104 -6.639963 -0.1 -0.1 0.0
C 1.415998 -1.302484 -7.378311 0.0 0.0 0.0
C -0.024682 2.356374 -6.838643 0.1 0.1 0.1
C 0.730677 3.686062 -6.718300 0.0 -0.1 0.0
C 1.945624 -3.261290 -2.378656 0.2 0.0 0.1
C 1.379674 -3.693651 -1.242533 0.0 -0.1 -0.2
C 1.591219 -5.007029 -0.558826 0.2 0.1 0.1
C 2.748715 -4.952240 0.450228 -0.1 0.0 0.0
C 2.930549 -3.987448 -3.239941 -0.1 0.0 -0.1
C 2.265174 -4.719064 -4.412448 0.0 0.0 0.0
N -1.291685 -0.606123 0.308241 -0.1 0.5 0.3
C -0.525328 -3.033940 3.196434 0.1 0.0 -0.1
C -1.331184 -4.312046 2.879774 0.1 0.1 0.0
H -5.162476 4.940402 -4.918542 0.0 0.0 0.0
H -5.775283 3.649088 -3.874969 0.0 0.0 0.0
H -4.579330 3.278935 -5.116354 0.0 0.0 0.0
H -4.085141 5.045343 -2.658022 0.0 0.0 0.0
H -2.903016 4.721196 -3.905340 0.0 0.0 0.0
H -5.606950 2.295737 -0.273702 0.0 0.0 0.0
H -5.723285 3.613564 -1.426534 0.0 0.0 0.0
H -3.915563 3.628615 1.065179 -0.1 0.0 0.0
H -5.492708 4.428015 0.958501 0.0 0.0 0.0
H -4.138406 4.978089 -0.047893 0.0 0.0 0.0
H -4.148668 1.104800 0.659281 0.1 0.1 0.1
H -2.720191 -0.147924 5.002186 0.0 0.0 0.0
H -1.580226 -1.466919 5.141155 -0.1 0.0 0.0
H -4.515158 -1.591912 4.480693 0.0 0.0 0.0
H -3.550498 -2.638044 5.527227 0.0 0.0 -0.1
H -3.487966 -2.823746 3.773711 0.0 0.0 0.0
H 0.206892 -3.562439 1.016146 -0.1 0.0 0.0
H 2.416597 -1.685601 -4.465148 0.0 0.0 0.0
H -1.760021 3.119478 -4.811945 0.0 0.0 0.0
H 2.985484 -0.403022 -6.202491 0.0 0.0 0.0
H 2.245668 0.687909 -7.358955 0.1 0.0 0.0
H 1.198493 -2.110858 -6.677564 0.0 0.0 0.0
H 2.088222 -1.685455 -8.151176 0.0 0.0 0.0
H 0.474929 -1.014363 -7.852196 0.0 0.0 0.0
H -1.095709 2.554753 -6.925557 0.0 0.0 -0.1
H 0.277283 1.852533 -7.759784 0.0 0.0 0.0
H 0.433617 4.214100 -5.809879 0.0 0.0 0.0
H 0.534850 4.337494 -7.574067 0.0 0.0 0.0
H 1.806285 3.509418 -6.658179 0.0 0.0 0.0
H 1.795631 -5.774193 -1.309863 0.0 0.0 0.0
H 0.674761 -5.304096 -0.044985 0.0 0.0 0.0
H 3.675109 -4.655308 -0.046037 0.0 0.0 0.0
H 2.905156 -5.922212 0.927794 0.0 0.0 0.0
H 2.548825 -4.212127 1.228878 0.0 -0.1 -0.1
H 3.475417 -4.708566 -2.626663 0.0 0.0 0.0
H 3.669447 -3.279428 -3.622685 0.0 0.0 0.0
H 1.551828 -5.459556 -4.044414 0.0 0.0 0.0
H 3.005337 -5.232976 -5.031092 0.0 0.0 0.0
H 1.718162 -4.015936 -5.042971 0.0 0.0 0.0
H -0.547379 -2.870352 4.274569 0.0 0.0 0.0
H 0.524686 -3.234517 2.961842 -0.1 0.0 0.1
H -2.244680 -4.370344 3.468037 0.0 0.0 0.0
H -0.736435 -5.201671 3.112953 0.0 0.0 0.0
H -1.612046 -4.356908 1.825564 0.0 0.0 0.0
I 3.443822 -1.181868 1.738264 0.2 0.1 -0.2
C 3.099531 -2.268255 3.498319 -0.2 0.2 0.1
C 3.941215 -3.341731 3.607676 0.0 -0.2 0.1
C 3.919623 -4.190116 4.730697 0.1 -0.1 -0.1
C 3.071417 -3.917429 5.753301 -0.1 0.1 0.1
C 2.204375 -2.798314 5.697248 0.0 0.1 -0.2
C 1.395176 -2.525118 6.825594 0.0 -0.1 0.0
C 0.575998 -1.441669 6.839071 0.0 0.1 0.0
C 0.486453 -0.631120 5.692560 0.1 0.1 0.2
C 1.197939 -0.868215 4.546048 0.4 0.2 0.0
P 0.807524 0.260705 3.095779 0.0 0.3 -0.1
C 1.720439 1.772318 3.673491 0.1 -0.1 0.0
C 2.515011 1.858174 4.821419 0.0 0.1 -0.1
C 3.341394 2.955229 5.046689 0.0 0.0 0.0
C 3.400009 3.997232 4.132093 0.0 -0.1 0.0
C 2.616720 3.930444 2.986111 0.0 0.0 0.0
C 1.801980 2.831814 2.761475 -0.3 0.0 -0.3
C -0.972645 0.561203 3.317101 0.1 0.2 -0.1
C -3.003392 -0.537843 2.137221 -0.1 0.2 0.1
C -4.165544 0.256157 2.648014 0.0 -0.1 0.3
C -4.041634 1.474841 3.243300 0.2 0.0 0.0
C -2.869397 2.227310 3.518121 0.0 0.1 0.0
C -1.515679 1.814854 3.454848 -0.1 -0.1 0.4
C 2.156490 -1.947231 4.541541 0.1 0.0 0.1
H 4.645427 -3.530228 2.807611 0.0 0.0 0.0
H 4.590517 -5.040535 4.775741 0.0 0.0 0.0
H 3.050588 -4.541594 6.640480 0.0 0.0 0.0
H 1.461776 -3.188452 7.682406 0.0 0.0 0.0
H -0.015487 -1.207229 7.717125 0.0 0.0 0.0
H -0.177385 0.227192 5.700040 -0.1 -0.1 0.0
H 2.515490 1.067535 5.557627 -0.1 -0.1 0.0
H 3.951768 2.982625 5.943465 0.0 0.0 0.0
H 4.057777 4.842475 4.301443 0.0 0.0 0.0
H 2.652352 4.723841 2.248780 0.0 0.0 0.0
H 1.211794 2.787044 1.844352 0.2 0.0 0.3
H -3.333457 -1.564429 1.931874 -0.2 0.0 0.0
H -5.156635 -0.179128 2.546477 0.1 0.0 0.0
H -4.975964 1.963490 3.523481 0.0 0.0 0.0
H -3.032469 3.253409 3.838980 0.0 0.0 -0.1
H -0.797302 2.622274 3.595178 -0.1 0.0 0.0
O -0.537060 4.121223 0.838752 0.1 0.2 0.0
S -0.792316 3.094480 -0.155175 0.1 -0.2 0.6
N -0.080507 1.786566 0.030694 -0.2 0.5 -0.2
N 1.505895 3.128917 -2.370804 -0.2 0.2 0.0
C 2.275810 2.140151 -1.854644 0.3 -0.1 -0.4
O 1.755847 1.015328 -1.591600 -0.3 -0.4 0.4
C 3.653721 2.398947 -1.679783 0.2 0.2 0.1
C 4.177256 3.657671 -2.075756 0.0 -0.3 0.0
N 4.588111 4.677451 -2.435655 -0.1 0.1 0.0
C 4.583120 1.434787 -1.218111 -0.1 0.0 0.0
N 5.416084 0.708697 -0.882339 -0.1 -0.1 0.1
H 0.638735 2.873295 -2.820805 0.1 0.0 0.0
H 1.966248 3.957331 -2.709501 0.0 0.0 0.0
```
Forces are in eV/Å.

Output
HOMO-LUMO gap in eV: 4.04
Spin multiplicity: 1
Charge: -2
Relative energy (zero: lowest compared OMol25 entry of this formula, charge and spin) in kcal/mol: 38.8
HOMO in eV: -0.471
M in g mol⁻¹: 1189.04